{
  "formula": "C28H45N2O12PS4",
  "method": "the ωB97M-V functional and the def2-TZVPD basis",
  "species": ["C", "C", "C", "C", "C", "O", "O", "C", "C", "C", "C", "O", "N", "C", "C", "C", "C", "C", "C", "N", "C", "S", "P", "O", "O", "O", "H", "H", "H", "H", "H", "H", "H", "H", "H", "H", "H", "H", "H", "H", "H", "H", "H", "H", "H", "H", "H", "O", "S", "O", "C", "C", "C", "C", "H", "H", "H", "H", "H", "H", "H", "H", "O", "S", "O", "C", "C", "C", "C", "H", "H", "H", "H", "H", "H", "H", "H", "O", "S", "O", "C", "C", "C", "C", "H", "H", "H", "H", "H", "H", "H", "H"],
  "xyz": [[-6.0422, 7.1845, 2.7592], [-4.4878, 6.5903, 2.5898], [-4.5151, 5.0646, 1.9811], [-3.0103, 4.5067, 1.5233], [-3.1338, 2.8403, 1.5501], [-4.3094, 2.3620, 1.0592], [-2.0598, 2.0112, 2.1162], [-1.1277, 1.5218, 1.0762], [-0.4551, 0.1305, 1.7174], [-1.5662, -1.0597, 1.9725], [-1.0273, -2.3041, 2.9001], [-1.2702, -3.5720, 2.5059], [-0.2837, -2.1446, 4.2364], [-1.3871, -1.6424, 5.1868], [-2.6239, -2.7035, 5.4957], [-3.9136, -2.3078, 6.4531], [-3.9205, -0.7796, 7.1054], [-2.6631, 0.2445, 6.8261], [-1.3578, -0.1489, 5.8622], [-1.7605, 1.3032, -0.2804], [-1.0101, 0.4823, -1.0847], [-0.0452, -0.5241, -2.0659], [0.3890, 2.7273, 0.8678], [1.0573, 2.8784, 2.3142], [1.6260, 2.0955, -0.1849], [-0.0568, 4.2962, 0.2592], [-6.8249, 6.3406, 2.9874], [-6.3513, 7.8154, 1.7943], [-6.1040, 7.9451, 3.6730], [-3.9838, 6.6425, 3.6704], [-3.9340, 7.3705, 1.9108], [-4.9390, 4.3662, 2.8428], [-5.2703, 5.0216, 1.0601], [-2.7726, 4.9324, 0.4595], [-2.2562, 4.8560, 2.3645], [0.5085, -0.2141, 1.1478], [-0.0850, 0.4603, 2.8035], [-1.8488, -1.5165, 0.9119], [-2.5450, -0.5984, 2.4472], [0.4217, -1.3812, 4.1287], [-2.5751, -3.7720, 5.0138], [-4.7947, -3.0831, 6.6384], [-4.8365, -0.4268, 7.7732], [-2.6827, 1.3172, 7.2941], [-0.4574, 0.5758, 5.6504], [1.8121, 2.7458, -0.9405], [-0.8500, 4.2646, -0.3526], [2.6575, 2.6981, -2.5879], [2.6860, 3.2462, -3.9276], [1.7881, 4.3013, -4.3532], [4.3592, 3.7301, -4.3042], [4.9889, 2.4769, -4.8938], [3.9392, 1.8899, -5.8361], [2.6029, 1.8969, -5.0956], [4.8604, 4.0778, -3.3992], [4.3163, 4.5348, -5.0443], [5.9225, 2.7041, -5.4168], [5.2130, 1.7583, -4.0964], [3.8661, 2.5142, -6.7349], [4.2059, 0.8789, -6.1597], [1.7653, 2.0589, -5.7787], [2.4519, 0.9711, -4.5337], [6.6713, -0.2920, -4.4857], [6.3321, -1.6907, -4.3280], [6.0410, -2.5503, -5.4579], [7.5847, -2.4657, -3.3251], [7.0954, -2.2726, -1.8974], [5.5959, -2.5639, -1.9305], [5.0113, -1.8239, -3.1324], [8.5543, -2.0017, -3.5134], [7.6165, -3.5267, -3.5903], [7.6217, -2.9305, -1.1998], [7.2639, -1.2367, -1.5795], [5.4365, -3.6426, -2.0483], [5.1038, -2.2591, -1.0016], [4.1752, -2.3717, -3.5744], [4.6938, -0.8125, -2.8640], [-4.9520, -6.4445, 0.1830], [-3.6943, -6.9989, -0.2719], [-3.4101, -8.4193, -0.2233], [-3.3809, -6.4073, -1.9234], [-2.6333, -5.0983, -1.7178], [-1.6245, -5.3682, -0.6024], [-2.3618, -6.1056, 0.5142], [-4.3225, -6.2844, -2.4613], [-2.7512, -7.1452, -2.4293], [-2.1427, -4.7669, -2.6377], [-3.3307, -4.3127, -1.4034], [-0.8141, -5.9985, -0.9883], [-1.1725, -4.4425, -0.2328], [-1.7066, -6.8113, 1.0311], [-2.7995, -5.4079, 1.2335]],
  "atomic_forces_ev_per_a": [[0.18, 0.61, 0.19], [-0.70, 0.61, 0.45], [-0.26, 0.22, 0.19], [-0.91, -0.46, 1.65], [-6.09, -0.56, -3.05], [8.35, 2.25, 3.61], [-1.11, 0.96, -3.40], [0.98, -1.77, 0.40], [-0.03, 0.49, 2.18], [0.02, -0.02, -1.02], [-0.86, -5.83, -1.88], [1.37, 7.93, 2.30], [-3.02, 1.73, -0.82], [-2.69, 1.03, 2.44], [-0.53, 3.17, 1.71], [3.72, 3.10, -1.09], [3.06, -1.17, -2.25], [0.06, -3.30, -1.64], [-3.69, -3.39, 0.51], [4.89, -4.75, -3.63], [-1.34, 1.79, 1.91], [-3.33, 3.24, 3.03], [4.52, 2.12, 4.09], [-2.86, -0.56, -5.37], [-3.29, 2.18, 0.88], [-0.58, -3.30, -0.12], [1.56, 1.57, -0.64], [0.57, -1.65, 2.07], [0.28, -1.65, -1.97], [-0.95, -0.39, -2.46], [-0.85, -1.73, 1.19], [0.89, 1.41, -1.97], [1.75, 0.01, 2.07], [-0.25, -1.06, 2.10], [-1.24, -0.76, -2.09], [-2.06, 0.69, 0.76], [-0.71, -0.44, -2.44], [0.50, 0.72, 2.48], [2.12, -0.97, -0.79], [-0.85, -0.60, 0.17], [-0.03, 2.41, 0.99], [2.21, 1.94, -0.46], [2.30, -0.81, -1.61], [0.00, -2.36, -0.98], [-2.10, -1.51, 0.55], [-0.27, -1.20, 0.89], [1.30, -0.13, 0.84], [-0.25, 0.19, 0.11], [-0.05, 0.77, -0.86], [0.11, -0.49, 0.64], [0.52, 0.14, -0.01], [0.16, -0.21, 0.12], [0.20, -0.06, -0.34], [-0.18, -0.57, -0.35], [-0.22, 0.02, -0.03], [-0.13, -0.07, 0.16], [-0.14, -0.08, 0.14], [0.06, 0.14, -0.17], [-0.01, -0.09, 0.13], [-0.04, 0.17, 0.06], [0.01, 0.04, 0.32], [-0.03, 0.20, 0.03], [-0.17, -0.27, -0.24], [0.11, -0.46, -0.38], [0.10, 0.68, 0.21], [0.44, -0.18, 0.30], [0.07, 0.13, 0.25], [-0.10, -0.25, 0.30], [-0.62, 0.02, 0.35], [-0.17, -0.01, -0.16], [-0.04, 0.17, -0.06], [-0.06, 0.12, -0.11], [0.03, -0.14, -0.04], [0.03, 0.16, 0.01], [0.05, -0.06, -0.17], [0.18, 0.20, -0.11], [0.10, -0.08, -0.12], [0.28, -0.40, -0.10], [-0.02, -0.37, 0.08], [-0.42, 0.42, 0.11], [0.01, 0.20, -0.58], [-0.01, 0.25, -0.05], [0.34, 0.15, -0.07], [0.45, 0.29, 0.41], [0.03, -0.16, 0.17], [-0.12, 0.03, 0.12], [-0.10, -0.03, 0.10], [0.06, -0.11, -0.07], [-0.12, 0.06, 0.03], [-0.08, -0.18, 0.04], [-0.30, 0.04, -0.02], [0.02, -0.15, -0.12]],
  "largest_force_ev_per_a": 9.37,
  "lumo_energy_ha": -0.0514,
  "smiles": "CCCCC(=O)O[C@@](CCC(=O)Nc1ccccc1)(N=C=S)P(=O)(O)O.O=S1(=O)CCCC1.O=S1(=O)CCCC1.O=S1(=O)CCCC1",
  "homo_ha": -0.311,
  "total_charge": 0
}